Formula: C18H19Cl2N3OSnTe
Source: OMol25
Level of theory: ωB97M-V/def2-TZVPD

Charge: +2
Energy relative to the best compared isomer or geometry (same formula, charge and spin): 1.0726 eV
Largest force on an atom: 0.0118 Eh/bohr
HOMO (alpha / beta): -0.5035 / -0.4998 hartree
Energy: -2338.9358 Eh

Element x y z (Å)
Sn: -1.074 -2.876 -1.117
Cl: -0.416 -2.589 3.919
C: 0.876 -2.611 2.829
C: 2.179 -2.558 3.280
C: 3.241 -2.574 2.384
Cl: 4.814 -2.510 2.989
C: 3.027 -2.646 0.956
C: 4.050 -2.665 -0.005
C: 3.717 -2.740 -1.337
C: 2.370 -2.796 -1.698
N: 1.396 -2.776 -0.801
C: 1.714 -2.704 0.499
C: 0.589 -2.687 1.424
O: -0.596 -2.738 0.988
H: 2.371 -2.507 4.343
H: 5.086 -2.624 0.307
H: 4.480 -2.758 -2.102
H: 2.077 -2.857 -2.740
C: -0.527 6.198 -0.282
C: -0.686 4.718 -0.455
C: 0.403 3.912 -0.794
C: 0.274 2.553 -0.986
C: 1.494 1.735 -1.324
C: -1.017 1.987 -0.842
Te: -1.326 0.059 -1.484
C: -2.133 2.763 -0.440
C: -3.514 2.217 -0.178
C: -1.929 4.119 -0.266
H: 0.499 6.520 -0.445
H: -0.833 6.501 0.721
H: -1.174 6.731 -0.981
H: 1.378 4.369 -0.910
H: 2.381 2.365 -1.336
H: 1.404 1.264 -2.303
H: 1.643 0.945 -0.585
H: -3.550 1.133 -0.187
H: -4.219 2.592 -0.921
H: -3.860 2.560 0.798
H: -2.770 4.734 0.036
N: -3.222 -4.269 -0.296
N: -3.526 -2.859 -0.272
H: -4.031 -4.855 -0.482
H: -2.894 -4.521 0.632
H: -4.072 -2.614 0.550
H: -4.095 -2.642 -1.085

***

Formula: C18H19Cl2O4RuS6
Source: OMol25
Level of theory: ωB97M-V/def2-TZVPD

Energy relative to the best compared isomer or geometry (same formula, charge and spin): 0.0000 eV
Largest force on an atom: 0.0596 Eh/bohr
HOMO (alpha / beta): -0.2771 / -0.2661 hartree
Energy: -4402.5899 Eh
Spin multiplicity: 2

Element x y z (Å)
Ru: 1.606 -1.392 -1.430
O: 1.665 1.007 -1.469
S: 1.537 2.253 -0.680
C: 0.072 2.032 0.436
C: 0.183 0.837 1.366
C: -1.197 0.307 1.804
C: -1.349 -1.185 1.567
S: -1.521 -1.657 -0.240
O: -0.601 -0.701 -0.925
C: -3.114 -0.835 -0.441
C: -4.255 -1.414 0.084
C: -5.457 -0.734 -0.012
C: -5.514 0.507 -0.628
C: -4.373 1.056 -1.191
C: -3.171 0.375 -1.108
C: 2.770 2.132 0.650
C: 3.444 0.942 0.848
C: 4.359 0.838 1.880
C: 4.620 1.943 2.672
C: 3.969 3.145 2.443
C: 3.027 3.244 1.434
H: -0.755 1.890 -0.258
H: -0.044 2.976 0.964
H: 0.781 1.091 2.245
H: 0.707 0.036 0.829
H: -1.994 0.828 1.267
H: -1.346 0.515 2.866
H: -2.231 -1.582 2.063
H: -0.478 -1.736 1.918
H: -4.204 -2.386 0.550
H: -6.349 -1.167 0.410
H: -6.451 1.043 -0.681
H: -4.412 2.018 -1.681
H: -2.270 0.757 -1.569
H: 3.245 0.102 0.183
H: 4.875 -0.093 2.057
H: 5.348 1.867 3.464
H: 4.209 4.007 3.044
H: 2.503 4.171 1.254
S: 3.976 -1.670 -2.143
S: 5.089 -2.499 -0.763
S: 3.758 -3.204 0.997
S: 1.954 -2.481 0.775
Cl: 0.296 -3.587 -5.078
C: -0.306 -2.234 -4.122
Cl: 0.958 -1.012 -3.924
C: -0.713 -2.747 -2.689
O: -1.910 -2.667 -2.425
O: 0.218 -3.160 -1.978
H: -1.155 -1.780 -4.634

***

Formula: C18H19F2NO
Source: OMol25
Level of theory: ωB97M-V/def2-TZVPD

Energy relative to the best compared isomer or geometry (same formula, charge and spin): 0.1974 eV
Largest force on an atom: 0.0619 Eh/bohr
HOMO: -0.3370 hartree
Energy: -1026.9354 Eh
SMILES string: Fc1ccccc1.Fc1ccccc1.c1ccncc1.CO

Element x y z (Å)
N: -3.018 3.650 -2.604
C: -3.175 2.373 -3.076
C: -2.266 1.368 -2.719
C: -1.141 1.764 -2.011
C: -0.950 3.049 -1.518
C: -1.894 3.985 -1.938
H: -4.105 2.213 -3.601
H: -2.336 0.328 -3.002
H: -0.385 1.009 -1.850
H: -0.071 3.302 -0.944
H: -1.999 4.994 -1.568
C: 4.207 -0.093 0.041
O: 4.776 -0.613 -1.108
H: 3.216 -0.473 0.288
H: 4.948 -0.131 0.840
H: 4.066 0.952 -0.234
H: 5.624 -0.210 -1.312
F: 0.300 -4.189 -1.040
C: -0.365 -5.003 -1.815
C: -0.554 -4.720 -3.163
C: -1.158 -5.553 -4.020
C: -1.686 -6.738 -3.476
C: -1.552 -7.070 -2.162
C: -0.813 -6.245 -1.327
H: -0.117 -3.830 -3.591
H: -1.252 -5.257 -5.054
H: -2.183 -7.437 -4.134
H: -1.958 -8.016 -1.836
H: -0.708 -6.556 -0.298
F: 0.756 5.396 2.663
C: 0.594 4.461 3.710
C: 1.152 3.188 3.653
C: 1.107 2.326 4.801
C: 0.404 2.660 5.964
C: -0.143 3.958 6.024
C: 0.043 4.794 4.953
H: 1.770 2.859 2.830
H: 1.550 1.341 4.825
H: 0.359 2.075 6.871
H: -0.718 4.284 6.878
H: -0.329 5.802 5.060

***

Formula: C18H19F3N6ORuS2Se
Source: OMol25
Level of theory: ωB97M-V/def2-TZVPD

Charge: -1
Energy relative to the best compared isomer or geometry (same formula, charge and spin): 0.4684 eV
Largest force on an atom: 0.0226 Eh/bohr
HOMO (alpha / beta): -0.1609 / -0.1609 hartree
Energy: -4693.5289 Eh
Spin multiplicity: 2

Element x y z (Å)
Ru: 0.005 -0.589 -0.176
N: -0.973 -4.877 -0.115
C: -0.803 -3.522 0.006
S: 0.547 -2.831 -0.825
N: -1.708 -2.906 0.732
N: -1.510 -1.555 0.761
C: -2.283 -0.826 1.472
C: -1.995 0.609 1.510
C: -2.692 1.497 2.304
C: -2.301 2.830 2.315
C: -1.231 3.225 1.536
C: -0.598 2.278 0.743
N: -0.981 1.013 0.729
H: -0.155 -5.386 -0.405
H: -1.526 -5.308 0.609
H: -3.093 -1.272 2.038
H: -3.525 1.147 2.899
H: -2.831 3.548 2.927
H: -0.896 4.252 1.514
H: 0.222 2.535 0.084
F: -0.432 3.772 -4.360
C: -1.280 3.235 -3.447
F: -1.043 3.900 -2.299
F: -2.514 3.585 -3.859
C: -1.075 1.752 -3.325
C: -0.275 1.123 -4.242
C: -0.103 -0.260 -4.174
C: -0.605 -0.898 -3.071
N: -1.306 -0.300 -2.081
C: -1.730 1.001 -2.294
S: -3.075 1.594 -1.462
H: 0.202 1.695 -5.026
H: 0.475 -0.800 -4.909
H: -0.430 -1.955 -2.933
Se: 3.808 1.195 -2.809
C: 2.397 0.684 -1.832
N: 1.475 0.370 -1.197
C: 1.640 -1.405 3.474
C: 2.085 -0.861 2.116
C: 2.836 -1.944 1.352
C: 3.011 0.344 2.303
O: 0.918 -0.373 1.486
H: 2.495 -1.747 4.060
H: 0.955 -2.243 3.326
H: 1.112 -0.627 4.031
H: 3.765 -2.185 1.873
H: 3.079 -1.601 0.346
H: 2.237 -2.849 1.266
H: 3.897 0.072 2.881
H: 2.479 1.144 2.822
H: 3.326 0.720 1.328

***

Formula: C18H19F4N2O5V
Source: OMol25
Level of theory: ωB97M-V/def2-TZVPD

Largest force on an atom: 0.0181 Eh/bohr
HOMO (alpha / beta): -0.2878 / -0.3052 hartree
Energy: -2526.5543 Eh
Spin multiplicity: 3

Element x y z (Å)
V: 0.073 0.029 0.060
C: -1.889 -1.887 -1.800
N: -1.808 -1.432 -0.406
C: -1.575 -2.582 0.476
C: -3.033 -0.680 -0.041
C: -2.713 0.797 -0.182
N: -1.518 1.003 0.618
C: -1.555 1.660 1.827
C: -0.836 1.129 2.900
F: -0.214 -0.062 2.702
C: -0.767 1.733 4.133
F: -0.064 1.140 5.104
C: -1.436 2.917 4.377
C: -2.165 3.454 3.335
F: -2.816 4.611 3.510
C: -2.225 2.855 2.091
F: -2.904 3.466 1.105
H: -2.723 -2.585 -1.926
H: -2.057 -1.031 -2.457
H: -0.959 -2.371 -2.084
H: -2.373 -3.329 0.386
H: -0.628 -3.049 0.208
H: -1.535 -2.243 1.512
H: -3.882 -1.003 -0.653
H: -3.272 -0.886 1.003
H: -2.507 1.030 -1.234
H: -3.542 1.432 0.127
H: -1.389 3.402 5.341
O: 3.745 -0.166 0.197
C: 2.741 0.446 -0.033
O: 1.696 0.525 0.819
C: 2.549 1.188 -1.354
C: 1.512 2.305 -1.256
C: 1.531 3.206 -2.483
C: 0.845 2.321 -3.552
C: 0.620 1.032 -2.785
O: 0.264 1.538 -1.451
C: 1.934 0.290 -2.499
C: 1.590 -1.151 -2.156
O: 1.931 -2.069 -2.858
O: 0.810 -1.300 -1.090
H: 3.528 1.558 -1.648
H: 1.458 2.807 -0.297
H: 2.553 3.475 -2.745
H: 0.973 4.123 -2.306
H: 1.452 2.162 -4.441
H: -0.111 2.743 -3.858
H: -0.188 0.402 -3.146
H: 2.576 0.268 -3.375